Record 1
The following is a DFT calculation (ωB97M-V/def2-TZVPD) of a structure of composition C15H19BClN6O4PdS2.

Atoms and positions in Å:
Pd: -0.070 -0.159 -0.170
C: -2.730 2.989 1.435
N: -1.435 2.758 2.037
C: -1.165 2.832 3.390
C: 0.162 2.641 3.519
N: 0.708 2.461 2.267
B: 2.228 2.199 2.022
N: 2.524 0.662 2.219
C: 2.841 0.126 3.444
C: 3.093 -1.191 3.288
N: 2.916 -1.462 1.948
C: 3.150 -2.749 1.324
C: 2.554 -0.323 1.309
S: 2.256 -0.222 -0.398
C: -0.279 2.539 1.360
S: -0.154 2.397 -0.349
H: -3.504 2.677 2.133
H: -2.798 2.409 0.518
H: -2.859 4.044 1.188
H: -1.945 2.946 4.120
H: 0.769 2.585 4.405
H: 2.549 2.542 0.923
H: 2.829 2.766 2.911
H: 2.865 0.736 4.328
H: 3.360 -1.956 3.993
H: 3.717 -3.364 2.021
H: 3.716 -2.614 0.406
H: 2.212 -3.244 1.086
C: -2.983 0.056 -1.962
C: -3.086 -0.019 -0.484
N: -2.079 -0.142 0.353
C: -2.592 -0.201 1.632
C: -3.960 -0.100 1.543
N: -4.240 0.009 0.206
C: -5.108 -0.030 2.491
O: -4.834 -0.078 3.752
O: -6.230 0.089 2.019
C: -1.712 -0.353 2.857
O: -2.328 -0.356 3.975
O: -0.502 -0.463 2.691
H: -1.939 0.217 -2.226
H: -3.578 0.881 -2.355
H: -3.318 -0.877 -2.417
H: -5.181 0.089 -0.144
H: -3.743 -0.170 3.902
Cl: -1.589 -2.859 -1.142
C: -0.116 -2.159 -0.327
H: 0.713 -2.528 -0.921
H: -0.113 -2.580 0.677

Its total energy is -71350.6709 eV. The value obtained for the energy relative to the best compared isomer or geometry (same formula, charge and spin) is 0.93 kJ/mol. Its total charge is -1.

Atom charges from the Mulliken analysis, given in e for atoms 1 to 2:
1 Pd 0.497
2 C -0.933


Record 2
The following is a DFT calculation (ωB97M-V/def2-TZVPD) of a structure of composition C15H19BI2N6O4PtS2.

Atoms and positions in Å:
Pt: -0.305 0.361 -0.753
C: 3.630 1.844 -2.458
N: 3.122 2.533 -1.274
C: 3.283 3.870 -0.989
C: 2.728 4.078 0.229
N: 2.223 2.880 0.690
B: 1.948 2.644 2.219
N: 0.496 2.059 2.570
C: -0.481 2.773 3.149
C: -1.391 1.898 3.736
N: -0.933 0.656 3.533
C: -1.536 -0.595 4.010
C: 0.227 0.738 2.795
S: 1.096 -0.587 2.298
C: 2.465 1.966 -0.253
S: 1.991 0.285 -0.247
H: 3.911 2.590 -3.195
H: 2.855 1.204 -2.874
H: 4.500 1.246 -2.195
H: 3.792 4.536 -1.663
H: 2.688 4.967 0.833
H: 2.729 1.835 2.626
H: 2.000 3.714 2.748
H: -0.469 3.850 3.173
H: -2.292 2.104 4.291
H: -2.401 -0.345 4.617
H: -0.809 -1.134 4.613
H: -1.837 -1.214 3.167
I: -0.138 -0.803 -3.260
C: -0.568 1.035 -4.254
I: -0.071 2.718 -3.064
H: -1.628 1.056 -4.476
H: 0.025 1.065 -5.161
C: -3.607 2.294 -1.599
C: -3.505 1.002 -0.876
N: -2.407 0.297 -0.618
C: -2.796 -0.840 0.071
C: -4.147 -0.812 0.233
N: -4.559 0.342 -0.374
C: -5.191 -1.655 0.906
O: -4.789 -2.747 1.510
O: -6.325 -1.263 0.865
C: -1.786 -1.826 0.537
O: -2.131 -2.763 1.243
O: -0.566 -1.583 0.183
H: -2.720 2.897 -1.424
H: -4.482 2.847 -1.265
H: -3.705 2.129 -2.673
H: -5.537 0.610 -0.404
H: -3.810 -2.882 1.430

The spin multiplicity is 5. Its total energy is -74774.5570 eV. The value obtained for the energy relative to the best compared isomer or geometry (same formula, charge and spin) is 53.68 kJ/mol. Its total charge is +2.

Atom charges from the Mulliken analysis, given in e for atoms 1 to 2:
1 Pt 1.043
2 C -0.757


Record 3
The following is a DFT calculation (ωB97M-V/def2-TZVPD) of a structure of composition C15H19Br2NOPRuS3Sb.

Atoms and positions in Å:
Ru: 0.745 -0.384 -0.515
S: 4.069 -1.709 -3.179
Sb: 2.334 -2.733 -2.216
S: 0.390 -1.113 -2.619
S: 2.380 -1.806 0.169
Br: -1.698 3.100 2.368
C: -0.196 3.331 1.252
C: 0.390 4.603 1.141
C: 1.480 4.804 0.342
Br: 2.232 6.536 0.225
C: 2.046 3.732 -0.396
C: 3.167 3.824 -1.251
C: 3.614 2.711 -1.907
C: 2.953 1.484 -1.728
N: 1.908 1.375 -0.938
C: 1.441 2.469 -0.268
C: 0.303 2.242 0.564
O: -0.201 1.039 0.634
H: -0.036 5.423 1.701
H: 3.659 4.778 -1.375
H: 4.469 2.750 -2.565
H: 3.287 0.582 -2.233
C: -1.634 -2.302 3.178
C: -0.530 -1.750 2.282
P: -0.877 -1.741 0.493
C: -2.535 -0.992 0.348
C: -2.872 -0.424 -1.027
C: -1.018 -3.498 0.029
C: -1.706 -3.781 -1.302
H: -1.339 -2.217 4.224
H: -1.833 -3.356 2.982
H: -2.566 -1.751 3.057
H: 0.403 -2.306 2.409
H: -0.311 -0.707 2.526
H: -2.550 -0.190 1.091
H: -3.270 -1.741 0.658
H: -2.160 0.354 -1.306
H: -3.867 0.019 -1.009
H: -2.852 -1.186 -1.805
H: -1.567 -3.983 0.841
H: -0.002 -3.900 0.047
H: -2.773 -3.560 -1.248
H: -1.597 -4.834 -1.559
H: -1.279 -3.191 -2.114

The spin multiplicity is 5. Its total energy is -210402.2386 eV. Its total charge is 0.

Atom charges from the Mulliken analysis, given in e for atoms 1 to 2:
1 Ru 0.711
2 S -0.591